No. 1
Computed, not measured: a molecular structure, C23H33BN9SSeSi2Ti at a distorted geometry, with ωB97M-V/def2-TZVPD.

The geometry in XYZ format:
```
71
Properties=species:S:1:pos:R:3:lowdin_spin:R:1
Ti -0.0712 0.4120 -0.0007 0.92
C -2.5195 1.5044 3.3579 0.00
C -2.2374 0.6321 2.3114 0.01
N -1.1286 1.0043 1.6789 0.01
N -0.6736 2.1221 2.3152 0.01
C -1.4987 2.4372 3.3196 0.00
B 0.5756 2.8895 1.7823 0.00
N 0.1997 3.3717 0.3250 0.01
C -0.0130 4.5436 -0.2796 0.00
C -0.4141 4.3201 -1.5860 0.00
C -0.4424 2.9408 -1.7061 0.00
N -0.0779 2.3664 -0.5594 0.01
N 1.7756 1.8939 1.6623 0.00
C 3.0442 2.0556 2.0418 0.00
C 3.7419 0.8921 1.7565 0.00
C 2.7968 0.0473 1.1875 0.00
N 1.6120 0.6571 1.1252 0.00
N 0.9855 3.9737 2.7670 0.00
C 1.2442 5.3080 2.6746 0.00
C 1.6135 5.7580 3.9128 0.00
C 1.5490 4.6103 4.7295 0.00
N 1.1802 3.5432 4.0456 0.00
H -3.3439 1.4643 4.0493 0.00
H -2.7763 -0.2382 1.9728 0.00
H -1.3105 3.2952 3.9454 0.00
H 0.1040 5.4753 0.2354 0.00
H -0.6671 5.0565 -2.3298 0.00
H -0.7325 2.3227 -2.5403 0.00
H 3.3719 2.9731 2.5035 0.00
H 4.7825 0.6889 1.9458 0.00
H 2.8982 -0.9635 0.8257 0.00
H 1.1786 5.8518 1.7543 0.00
H 1.8929 6.7619 4.1875 0.00
H 1.7615 4.5191 5.7853 0.00
C 2.1094 -5.0420 -3.7109 0.00
Si 1.7480 -4.4020 -1.9960 0.00
C 0.1299 -5.1002 -1.4291 0.00
C 3.1083 -4.9415 -0.8503 0.00
C 1.8008 -2.5218 -2.1185 0.00
C 2.6464 -1.9426 -3.0315 0.00
C 2.7293 -0.5475 -3.1930 0.00
C 1.9205 0.2307 -2.4219 0.00
N 1.0773 -0.2900 -1.5110 0.01
C 1.0234 -1.6400 -1.3161 0.01
S 0.0066 -2.1118 -0.0036 0.00
H 1.9351 -6.1225 -3.7420 0.00
H 3.1509 -4.8720 -4.0017 0.00
H 1.4649 -4.5749 -4.4615 0.00
H 0.0814 -6.1563 -1.7148 0.00
H -0.7210 -4.5788 -1.8785 0.00
H 0.0307 -5.0226 -0.3444 0.00
H 3.1933 -6.0340 -0.8440 0.00
H 2.9035 -4.6123 0.1729 0.00
H 4.0739 -4.5290 -1.1579 0.00
H 3.2771 -2.5763 -3.6498 0.00
H 3.3941 -0.0967 -3.9167 0.00
H 1.9162 1.3096 -2.5131 0.00
C -5.1686 0.2174 -0.1753 0.00
Si -3.9835 -1.0874 -0.7736 0.00
C -4.7402 -1.9725 -2.2211 0.00
C -3.6627 -2.3833 0.5269 0.00
Se -2.1226 -0.0715 -1.5193 0.00
H -6.1897 -0.1744 -0.0777 0.00
H -5.1729 1.0262 -0.9086 0.00
H -4.8686 0.6384 0.7886 0.00
H -5.7143 -2.3899 -1.9364 0.00
H -4.0927 -2.7947 -2.5389 0.00
H -4.8847 -1.3019 -3.0723 0.00
H -4.5246 -3.0604 0.5734 0.00
H -3.4902 -1.9964 1.5359 0.00
H -2.7859 -2.9661 0.2351 0.00
```

As for the frontier orbital gap (spin up / spin down): 6.8 / 7.0 eV. The expectation value of S² is 0.753. Its relative energy (zero: lowest compared OMol25 entry of this formula, charge and spin) is 1.320 eV. For the total energy, the calculation gives -5642.27208 a.u. As for the total charge: 0. As for the multiplicity: 2. For the LUMO energy (spin up / spin down), the calculation gives -0.07 / 0.12 eV.

No. 2
Computed, not measured: C5H8N2 in the gas phase at a distorted geometry, with ωB97M-V/def2-TZVPD.

The geometry in XYZ format:
```
15
Properties=species:S:1:pos:R:3:nbo_charge:R:1
C 0.7069 1.2771 -0.3264 -0.64
C -0.5847 0.8167 -1.0166 -0.22
N -0.7965 -0.4732 -0.3302 -0.38
C -0.7870 -0.3243 1.0546 -0.09
C 0.0487 -1.2631 1.5641 -0.10
N 0.6508 -1.9708 0.5412 -0.44
C 0.1787 -1.4368 -0.5503 0.15
H 0.4480 1.8892 0.5579 0.22
H 1.1969 0.2499 -0.2213 0.23
H 1.4400 1.8350 -0.8926 0.21
H -0.4549 0.6653 -2.0897 0.21
H -1.4635 1.4554 -0.8673 0.21
H -1.3140 0.4961 1.5245 0.22
H 0.2717 -1.4712 2.6021 0.21
H 0.4589 -1.7453 -1.5501 0.20
```

As for the frontier orbital gap: 10.0 eV. Its relative energy (zero: lowest compared OMol25 entry of this formula, charge and spin) is 1.333 eV. The structure (SMILES) is CCn1ccnc1. For the total energy, the calculation gives -304.78651 a.u. As for the total charge: 0. For the LUMO energy, the calculation gives 1.01 eV.

No. 3
Computed, not measured: a molecular structure, C36H32BeCl2N3O4PS, with ωB97M-V/def2-TZVPD.

The geometry in XYZ format:
```
80
Properties=species:S:1:pos:R:3:lowdin_charge:R:1
Be -1.8808 0.2578 -1.1441 -0.11
O -4.3806 2.8350 -2.0480 0.09
C -3.6770 2.1861 -1.3049 -0.53
O -2.7248 1.4067 -1.7189 -0.06
C -3.9273 2.2939 0.1997 -0.11
C -5.1677 2.8160 0.5583 -0.01
C -5.5207 2.9894 1.8847 -0.06
C -4.6202 2.6581 2.8859 -0.07
C -3.3802 2.1441 2.5469 -0.09
C -3.0215 1.9461 1.2124 -0.28
P -1.3811 1.2545 0.8118 1.16
C -0.8881 0.4052 2.3531 -0.37
C -1.6294 -0.7024 2.7743 -0.13
C -1.2406 -1.4264 3.8905 -0.08
C -0.1109 -1.0492 4.6084 -0.08
C 0.6144 0.0611 4.2088 -0.09
C 0.2303 0.7857 3.0863 -0.10
C -0.2570 2.6769 0.7494 -0.34
C 0.9602 2.4922 0.0979 -0.09
C 1.9017 3.5089 0.0730 -0.06
C 1.6219 4.7227 0.6859 -0.07
C 0.4027 4.9186 1.3201 -0.07
C -0.5363 3.8976 1.3562 -0.07
H -5.8422 3.0889 -0.2411 0.12
H -6.4949 3.3882 2.1368 0.11
H -4.8786 2.7985 3.9277 0.10
H -2.6808 1.8879 3.3325 0.10
H -2.5230 -0.9847 2.2284 0.07
H -1.8283 -2.2780 4.2105 0.11
H 0.1909 -1.6123 5.4821 0.10
H 1.4846 0.3731 4.7734 0.10
H 0.8136 1.6453 2.7810 0.11
H 1.1518 1.5580 -0.4136 0.08
H 2.8430 3.3608 -0.4414 0.10
H 2.3498 5.5236 0.6566 0.10
H 0.1792 5.8705 1.7843 0.10
H -1.4874 4.0550 1.8493 0.10
C -0.1041 -4.0117 0.0275 -0.08
N -1.1427 -3.0120 0.1802 -0.02
C -1.9622 -2.6277 -0.7973 -0.75
S -3.1803 -1.4518 -0.4858 0.80
N -1.8201 -3.1984 -1.9888 -0.01
C -2.5834 -2.8029 -3.1628 -0.08
H 0.3960 -4.1394 0.9837 0.09
H 0.6455 -3.7019 -0.7045 0.05
H -0.5320 -4.9715 -0.2730 0.10
H -1.2607 -2.5406 1.0624 0.09
H -0.9607 -3.6998 -2.1616 0.11
H -3.6477 -2.8571 -2.9498 0.07
H -2.3418 -3.4960 -3.9661 0.09
H -2.3355 -1.7841 -3.4595 0.08
Cl 1.6565 -1.3713 0.8386 0.84
C 3.0447 -0.3577 0.6485 -0.56
C 3.7131 0.0691 1.7820 -0.10
C 4.7638 0.9641 1.6625 -0.07
C 5.1406 1.4242 0.4123 -0.11
C 4.4772 0.9666 -0.7131 -0.59
Cl 4.9493 1.5729 -2.2684 0.72
C 3.4165 0.0576 -0.6360 -0.32
N 2.7107 -0.3160 -1.7780 0.08
C 2.4845 -1.6240 -2.2028 -0.22
C 3.1941 -2.7008 -1.6742 -0.05
C 2.9505 -3.9904 -2.1198 -0.10
C 2.0010 -4.2261 -3.1033 -0.11
C 1.3023 -3.1479 -3.6338 -0.06
C 1.5225 -1.8470 -3.2010 -0.16
C 0.7678 -0.6900 -3.7976 -0.03
C 0.0822 0.2072 -2.7670 -0.58
O 0.3503 1.3913 -2.6973 0.07
O -0.7656 -0.4287 -2.0116 -0.08
H 3.3813 -0.2827 2.7492 0.10
H 5.2816 1.3123 2.5456 0.11
H 5.9491 2.1322 0.2972 0.11
H 2.5095 0.4292 -2.4291 0.11
H 3.9477 -2.5234 -0.9171 0.11
H 3.5170 -4.8118 -1.6995 0.11
H 1.8186 -5.2294 -3.4653 0.10
H 0.5696 -3.3127 -4.4175 0.11
H -0.0015 -1.0717 -4.4720 0.12
H 1.4302 -0.0541 -4.3904 0.13
```

As for the frontier orbital gap: 8.6 eV. Its relative energy (zero: lowest compared OMol25 entry of this formula, charge and spin) is 0.000 eV. For the total energy, the calculation gives -3531.21295 a.u. As for the total charge: 0. For the LUMO energy, the calculation gives 0.38 eV.